{
  "formula": "C5H10N2O",
  "method": "ωB97M-V with the def2-TZVPD basis set",
  "homo_energy_ev": [-8.297, -8.298],
  "species": ["C", "C", "C", "N", "N", "H", "H", "H", "H", "H", "H", "C", "C", "O", "H", "H", "H", "H"],
  "xyz": [[-0.21, 0.00, -2.00], [0.86, 0.18, -0.95], [0.16, 1.23, 0.33], [2.08, 0.44, -1.06], [-0.96, 1.78, 0.14], [2.74, -0.33, -1.04], [-1.00, 2.74, 0.49], [1.01, 1.71, 0.84], [-0.21, 0.90, -2.61], [0.05, -0.87, -2.59], [-1.19, -0.14, -1.56], [-1.05, -1.15, 1.72], [0.22, -0.81, 1.01], [0.54, -1.44, -0.06], [1.05, -0.45, 1.65], [-0.94, -2.14, 2.17], [-1.28, -0.43, 2.51], [-1.88, -1.20, 1.01]]
}

{
  "formula": "C3H3FO2",
  "method": "ωB97M-V with the def2-TZVPD basis set",
  "homo_energy_ev": -11.153,
  "species": ["C", "C", "C", "O", "O", "F", "H", "H", "H"],
  "xyz": [[1.66, 0.20, 0.12], [0.46, -0.34, -0.03], [-0.82, 0.36, 0.18], [-1.03, 1.47, 0.53], [-1.69, -0.71, -0.08], [-3.12, -0.55, -0.18], [2.58, -0.36, -0.27], [1.73, 1.20, 0.35], [0.23, -1.26, -0.61]]
}

{
  "formula": "C23H17CdCl5N2O3",
  "method": "ωB97M-V with the def2-TZVPD basis set",
  "homo_energy_ev": -1.781,
  "total_charge": -2,
  "species": ["Cd", "O", "C", "C", "C", "C", "C", "C", "C", "N", "C", "C", "N", "C", "C", "C", "C", "C", "C", "C", "O", "H", "H", "H", "H", "H", "H", "H", "H", "H", "H", "H", "H", "H", "H", "Cl", "C", "C", "C", "Cl", "C", "Cl", "C", "Cl", "C", "Cl", "C", "O", "H", "H", "H"],
  "xyz": [[-0.19, -0.66, -0.33], [-2.69, -0.81, -0.52], [-3.64, -0.36, 0.17], [-4.90, 0.00, -0.44], [-5.97, 0.45, 0.28], [-5.91, 0.59, 1.69], [-4.72, 0.26, 2.31], [-3.59, -0.18, 1.61], [-2.41, -0.46, 2.39], [-1.22, -0.72, 1.99], [-0.24, -0.99, 3.03], [0.89, -1.83, 2.47], [1.58, -1.07, 1.46], [2.85, -1.03, 1.51], [3.75, -0.36, 0.58], [5.12, -0.51, 0.80], [6.08, 0.06, -0.01], [5.63, 0.81, -1.12], [4.29, 0.99, -1.37], [3.27, 0.41, -0.53], [2.04, 0.60, -0.77], [-4.95, -0.10, -1.52], [-6.89, 0.71, -0.23], [-6.76, 0.94, 2.26], [-4.64, 0.36, 3.39], [-2.59, -0.44, 3.48], [-0.69, -1.50, 3.89], [0.18, -0.04, 3.39], [0.45, -2.71, 1.97], [1.56, -2.16, 3.28], [3.36, -1.58, 2.31], [5.44, -1.11, 1.66], [7.13, -0.08, 0.18], [6.36, 1.27, -1.78], [3.95, 1.56, -2.22], [-1.59, 2.46, 0.34], [-1.12, 2.25, -1.32], [-0.57, 1.04, -1.71], [-0.20, 0.95, -3.05], [0.53, -0.53, -3.61], [-0.39, 1.99, -3.97], [0.08, 1.81, -5.63], [-0.95, 3.19, -3.53], [-1.19, 4.49, -4.65], [-1.32, 3.32, -2.20], [-2.01, 4.82, -1.65], [1.37, -3.22, -0.86], [0.11, -2.78, -0.51], [1.97, -2.49, -1.44], [1.33, -4.14, -1.48], [2.01, -3.48, 0.01]]
}

{
  "formula": "C21H35Cl6NO13",
  "method": "ωB97M-V with the def2-TZVPD basis set",
  "homo_energy_ev": -9.282,
  "species": ["O", "C", "O", "C", "C", "O", "H", "H", "H", "H", "O", "C", "O", "C", "C", "O", "H", "H", "H", "H", "O", "C", "O", "C", "C", "O", "H", "H", "H", "H", "O", "C", "O", "C", "C", "O", "H", "H", "H", "H", "C", "N", "C", "C", "O", "H", "H", "H", "H", "H", "H", "H", "Cl", "C", "C", "Cl", "H", "H", "H", "H", "Cl", "C", "C", "Cl", "H", "H", "H", "H", "Cl", "C", "C", "Cl", "H", "H", "H", "H"],
  "xyz": [[-0.34, 10.06, -17.17], [-0.93, 10.57, -18.11], [-2.12, 10.38, -18.48], [-2.39, 10.92, -19.64], [-1.29, 11.96, -19.88], [-0.41, 11.59, -18.91], [-2.45, 10.13, -20.38], [-3.36, 11.41, -19.70], [-1.56, 13.00, -19.68], [-0.82, 11.85, -20.86], [2.71, 7.88, -16.45], [2.74, 9.10, -16.35], [2.90, 9.75, -15.11], [3.01, 11.11, -15.37], [2.57, 11.27, -16.84], [2.68, 9.94, -17.34], [2.55, 11.67, -14.56], [4.09, 11.19, -15.29], [3.24, 11.99, -17.31], [1.53, 11.54, -16.99], [5.33, 12.31, -22.59], [4.38, 11.66, -22.12], [3.32, 10.99, -22.80], [2.30, 10.46, -21.95], [2.81, 10.95, -20.60], [4.07, 11.62, -20.80], [1.45, 11.12, -22.18], [1.98, 9.42, -21.91], [2.93, 10.07, -19.95], [2.06, 11.60, -20.15], [1.43, 10.68, -10.41], [1.72, 9.74, -11.19], [2.63, 8.79, -11.05], [2.98, 8.22, -12.25], [1.65, 8.20, -12.91], [1.06, 9.37, -12.29], [3.70, 8.70, -12.91], [3.33, 7.18, -12.30], [1.08, 7.28, -12.77], [1.58, 8.24, -14.00], [5.22, 12.25, -9.70], [5.01, 12.96, -10.98], [5.16, 12.53, -12.23], [4.91, 13.48, -13.39], [5.45, 11.36, -12.51], [6.26, 12.25, -9.36], [4.69, 11.30, -9.77], [4.69, 12.84, -8.95], [4.82, 13.93, -10.75], [4.62, 14.43, -12.95], [4.27, 12.95, -14.10], [5.86, 13.71, -13.89], [3.98, 7.51, -20.75], [4.49, 7.05, -19.15], [5.84, 6.40, -19.12], [6.26, 6.19, -17.37], [3.62, 6.55, -18.72], [4.63, 8.02, -18.66], [6.58, 6.98, -19.66], [5.77, 5.49, -19.70], [6.04, 10.78, -17.14], [7.30, 11.46, -18.27], [7.70, 12.92, -17.95], [6.32, 13.99, -17.97], [6.97, 11.28, -19.29], [8.28, 10.98, -18.26], [8.50, 13.16, -18.64], [8.24, 12.89, -17.00], [-0.18, 12.95, -14.55], [-0.26, 14.30, -15.64], [0.65, 15.52, -15.44], [2.38, 14.92, -15.58], [-1.28, 14.68, -15.65], [-0.16, 13.95, -16.67], [0.57, 16.06, -14.49], [0.41, 16.24, -16.22]]
}

{
  "formula": "C2H9NO2",
  "method": "ωB97M-V with the def2-TZVPD basis set",
  "homo_energy_ev": -9.489,
  "species": ["N", "C", "O", "H", "H", "H", "H", "H", "C", "O", "H", "H", "H", "H"],
  "xyz": [[0.73, -1.32, -0.54], [1.77, -0.58, -1.16], [1.81, 0.82, -0.79], [-0.16, -1.14, -0.96], [0.61, -1.14, 0.44], [2.75, -1.02, -1.01], [1.58, -0.65, -2.23], [0.89, 1.04, -0.89], [-1.49, 0.66, 1.52], [-1.62, 0.80, 0.10], [-2.33, 1.15, 2.02], [-1.50, -0.37, 1.91], [-0.51, 1.07, 1.71], [-2.53, 0.67, -0.12]]
}

{
  "formula": "C2H9N2O",
  "method": "ωB97M-V with the def2-TZVPD basis set",
  "homo_energy_ev": -15.092,
  "total_charge": 1,
  "species": ["C", "N", "C", "N", "H", "H", "H", "H", "H", "H", "H", "H", "H", "O"],
  "xyz": [[-0.65, 1.47, -1.24], [0.17, 0.47, -0.56], [0.83, 0.69, 0.55], [0.80, -0.07, 1.62], [-0.28, 2.49, -1.15], [-1.66, 1.40, -0.84], [-0.62, 1.25, -2.31], [-0.14, -0.49, -0.71], [1.35, 1.64, 0.67], [0.16, -0.84, 1.72], [1.58, -0.03, 2.25], [-1.31, -2.62, 0.08], [0.16, -3.04, -0.20], [-0.39, -2.32, 0.12]]
}

{
  "formula": "C20H28Cl4NO2PdSi3",
  "method": "ωB97M-V with the def2-TZVPD basis set",
  "homo_energy_ev": [-11.455, -11.466],
  "total_charge": 1,
  "species": ["Pd", "C", "Si", "C", "C", "C", "Si", "C", "C", "C", "Si", "C", "C", "C", "C", "C", "C", "C", "N", "H", "H", "H", "H", "H", "H", "H", "H", "H", "H", "H", "H", "H", "H", "H", "H", "H", "H", "H", "H", "H", "H", "H", "H", "H", "H", "H", "H", "Cl", "C", "C", "Cl", "C", "Cl", "C", "O", "C", "O", "C", "Cl"],
  "xyz": [[-0.21, -0.10, 0.02], [0.19, -3.01, 1.62], [-1.15, -1.72, 1.87], [-0.39, -0.43, 3.01], [-2.55, -2.55, 2.79], [-1.96, -1.20, 0.23], [-3.38, 0.05, 0.17], [-2.96, 1.31, -1.17], [-3.67, 0.92, 1.79], [-4.93, -0.87, -0.29], [-1.63, -2.22, -1.29], [-2.39, -3.92, -1.09], [-2.22, -1.49, -2.89], [0.21, -2.46, -1.58], [0.78, -3.54, -2.24], [2.15, -3.57, -2.44], [2.93, -2.52, -1.99], [2.31, -1.46, -1.34], [0.99, -1.44, -1.15], [0.36, -3.51, 2.58], [1.14, -2.56, 1.32], [-0.07, -3.77, 0.89], [-0.23, -0.92, 3.97], [-1.03, 0.44, 3.18], [0.58, -0.08, 2.65], [-2.21, -2.97, 3.74], [-2.96, -3.37, 2.18], [-3.36, -1.85, 3.00], [-1.91, 1.32, -1.45], [-3.22, 2.32, -0.83], [-3.53, 1.10, -2.08], [-2.79, 1.45, 2.14], [-4.00, 0.23, 2.56], [-4.46, 1.66, 1.64], [-4.84, -1.39, -1.25], [-5.77, -0.17, -0.37], [-5.19, -1.61, 0.48], [-3.46, -3.82, -0.89], [-1.94, -4.48, -0.27], [-2.29, -4.51, -2.01], [-3.29, -1.24, -2.86], [-2.08, -2.24, -3.67], [-1.67, -0.59, -3.18], [0.15, -4.36, -2.58], [2.61, -4.41, -2.95], [4.00, -2.51, -2.13], [2.87, -0.61, -0.97], [0.98, 6.34, 2.56], [1.10, 4.83, 1.82], [2.43, 4.45, 1.23], [3.70, 5.55, 1.39], [2.63, 3.29, 0.59], [4.11, 2.84, -0.12], [1.52, 2.34, 0.49], [1.60, 1.26, -0.04], [0.16, 2.73, 1.10], [-0.74, 1.94, 1.01], [0.04, 4.02, 1.76], [-1.48, 4.41, 2.43]]
}

E for every record listed, in sequence, given in Ha: -381.09396, -366.29336, -3690.62573, -4615.15541, -286.79835, -266.12163, -3821.10421.
ΔE to the lowest compared entry with this formula, charge and spin for every record listed, in sequence, given in kcal per mole: 120.2, 97.1, 0.0, 46.4, 12.6, 18.9, 0.0.